*P*
The following is a DFT calculation (ωB97M-V/def2-TZVPD) of 3 unconnected molecules or ions with the total composition C3H12O2S2.

Last column: natural (NBO) charge in e.
CARTESIAN COORDINATES (ANGSTROEM)
S -1.36697 0.88059 1.05471  0.088
O 2.12969 0.37599 1.05206  -0.973
H -0.28196 -2.65443 2.48073  0.227
C -0.42514 1.89288 -1.36352  -0.610
H -1.37158 -0.11848 -0.90674  0.243
H -0.58709 1.92172 -2.45878  0.230
O 1.14030 -0.41919 -1.66805  -0.958
H 1.61415 -0.22293 -0.86652  0.490
H 0.44999 -1.35478 1.65424  0.222
H -0.14652 -2.65924 0.61096  0.223
S -1.85616 -1.22116 1.32662  0.063
H 0.62134 1.64438 -1.01453  0.219
H -2.46668 0.97821 -1.17985  0.213
H 2.42987 -0.17621 1.87076  0.482
C -1.42489 0.92819 -0.71748  -0.575
H -0.63927 2.90092 -0.95648  0.200
C -0.26640 -2.08677 1.55042  -0.737
H 1.17760 -1.36767 -1.75425  0.465
H 1.26972 0.75799 1.28571  0.490

Summary:
Gap between HOMO and LUMO, Ha: 0.343
SMILES string: CCSSC.O.O
Charge: 0
Highest occupied orbital energy, eV: -8.989



*Q*
The following is a DFT calculation (ωB97M-V/def2-TZVPD) of 3 unconnected molecules or ions with the total composition C3H12O2S2.

Last column: natural (NBO) charge in e.
CARTESIAN COORDINATES (ANGSTROEM)
O 4.21670 3.59847 -3.62802  -0.934
S 1.02902 0.10983 -1.25330  0.046
C -1.91005 -2.83993 -0.25430  -0.621
H 0.17764 -1.92349 -2.08258  0.222
O -0.70840 2.74082 6.36050  -0.926
H 4.36513 2.78012 -4.11117  0.466
H -0.84757 2.35507 5.48264  0.463
C -0.35248 -1.16483 -1.51291  -0.474
H 1.00374 1.77341 0.59319  0.146
H -1.83121 -3.73301 0.34092  0.224
H -1.89286 -3.15898 -1.30460  0.199
H 3.26390 3.61293 -3.51091  0.468
H 0.02731 -2.00017 0.38762  0.208
H -1.34050 -0.88771 0.38836  0.216
H -2.90776 -2.40582 -0.27675  0.209
H -1.15803 -0.68747 -2.07602  0.212
C -0.86693 -1.69235 -0.16579  -0.429
S -0.09486 1.45811 -0.12796  -0.159
H -0.17280 2.06498 6.75106  0.462

Summary:
Gap between HOMO and LUMO, Ha: 0.320
SMILES string: CCCSS.O.O
Charge: 0
Highest occupied orbital energy, eV: -8.468



Pick the most stable structure from those above. Pick: *Q*